Entry from the OMol25 dataset: an isolated molecule of C5H8N2S in a non-equilibrium geometry (wB97M-V/def2-TZVPD).

Output
Energy relative to the best compared isomer or geometry (same formula, charge and spin) in kJ/mol: 232.36

Element x y z (Å)
H 2.237957 0.518422 -1.417419
N 1.399268 0.198887 -1.873195
C 0.368775 0.015642 -1.068734
N -0.800554 -0.657221 -1.649745
C -1.677633 -1.100897 -0.598824
C -1.159291 -0.707218 0.520994
C 0.164836 -0.107774 0.407266
C 1.233501 -1.015875 0.955034
S 0.107325 1.505695 1.405911
H -1.249380 -0.114506 -2.499282
H -2.484118 -1.597353 -0.944248
H -1.687167 -0.588649 1.475248
H 1.184394 -0.729789 1.986004
H 2.234282 -0.602600 0.747436
H 1.260537 -2.136485 0.779291
H -0.985830 1.864893 0.744571

Atoms 1-6, force components in eV/Å:
H 0.109 0.416 0.573
N -3.032 -0.212 1.833
C 1.085 -1.419 -3.974
N -0.087 1.993 -2.119
C 3.151 2.563 -2.246
C -1.644 0.016 3.518

---

Entry from the OMol25 dataset: a structure of composition C44H48AlO (wB97M-V/def2-TZVPD).

Output
Energy relative to the best compared isomer or geometry (same formula, charge and spin) in kJ/mol: 0.00
Net charge: -1

Element x y z (Å)
O 1.081362 0.203002 -1.278520
Al 1.200972 -1.574522 -0.862741
C 3.141039 -2.169367 -0.994419
C 3.956375 -2.235365 0.323604
C 3.633947 -1.161880 1.327925
C 3.482750 0.174609 0.947571
C 3.168521 1.165723 1.869938
C 3.006359 0.827565 3.206947
C 3.172361 -0.498580 3.604013
C 3.484715 -1.484109 2.677886
H 0.543164 0.654054 -0.626904
H 0.695723 -1.739231 0.677293
H 0.224637 -2.369126 -1.886825
H 3.143634 -3.173618 -1.427516
H 3.674674 -1.522327 -1.698423
H 5.029567 -2.228894 0.113966
H 3.766783 -3.205194 0.782958
H 3.563459 0.413352 -0.102391
H 3.046077 2.173968 1.504645
H 2.740429 1.584541 3.930810
H 3.043783 -0.757898 4.645164
H 3.590568 -2.507979 3.000757
C 0.287111 -8.236447 0.085397
C 0.587305 -7.467709 -1.031715
C 0.991548 -6.147753 -0.880561
C 1.103923 -5.597432 0.388546
C 0.806259 -6.365597 1.505339
C 0.395062 -7.683356 1.354171
H -0.033398 -9.264498 -0.032957
H 0.501830 -7.896723 -2.022415
H 1.214664 -5.541761 -1.749080
H 1.417608 -4.566436 0.502726
H 0.892558 -5.935072 2.495487
H 0.158408 -8.279283 2.227269
C -3.301982 1.955782 -2.046747
C -2.018349 2.002165 -1.519335
C -1.760708 2.781420 -0.399492
C -2.784562 3.507312 0.194680
C -4.068013 3.458555 -0.332196
C -4.325847 2.684310 -1.455163
H -3.503879 1.349633 -2.920459
H -1.216523 1.430979 -1.974114
H -0.758656 2.821568 0.009504
H -2.581242 4.110027 1.071254
H -4.867732 4.024226 0.131950
H -5.325794 2.648519 -1.870372
C -0.815985 7.929048 -0.251998
C -1.110968 9.222745 0.155943
C -2.283116 9.480673 0.853315
C -3.157348 8.443156 1.146413
C -2.860288 7.149171 0.740229
C -1.690525 6.890802 0.039502
H 0.096865 7.728019 -0.797726
H -0.426642 10.030813 -0.069885
H -2.515658 10.490320 1.167823
H -4.071049 8.643235 1.691814
H -3.542489 6.340216 0.967935
H -1.462959 5.883591 -0.282806
C 6.667126 -0.101789 -1.314023
C 6.614359 -0.210532 -2.696557
C 7.779711 -0.115376 -3.445374
C 8.999161 0.083036 -2.811492
C 9.051919 0.189195 -1.428309
C 7.885529 0.099086 -0.680202
H 5.758281 -0.175507 -0.731014
H 5.663156 -0.371339 -3.187337
H 7.737531 -0.196730 -4.524343
H 9.908455 0.153956 -3.395696
H 10.002923 0.341860 -0.932978
H 7.923960 0.184371 0.398395
C -7.613534 5.146917 -3.809287
C -6.228041 5.087037 -3.748814
C -5.484243 5.017694 -4.918335
C -6.126206 5.015190 -6.149028
C -7.511737 5.078425 -6.210009
C -8.255865 5.141719 -5.040091
H -8.193232 5.196745 -2.896281
H -5.725249 5.091184 -2.790125
H -4.404448 4.962969 -4.868686
H -5.545896 4.962373 -7.061287
H -8.011897 5.076608 -7.170244
H -9.336642 5.185786 -5.087339
C -1.909109 -7.904016 6.950100
C -1.784304 -8.814053 5.909487
C -1.704191 -8.362949 4.598993
C -1.743781 -7.001908 4.328348
C -1.867344 -6.092174 5.369432
C -1.951929 -6.543034 6.679662
H -1.972299 -8.255378 7.972327
H -1.748635 -9.875593 6.119978
H -1.611267 -9.072753 3.786692
H -1.676937 -6.650028 3.306753
H -1.895552 -5.031135 5.157890
H -2.050102 -5.832796 7.490782

Atoms 1-6, force components in eV/Å:
O 0.052 -0.441 0.022
Al -0.029 0.748 -0.056
C -0.016 0.105 0.324
C -0.408 -0.154 -0.416
C 0.148 0.123 0.300
C 0.047 -0.365 0.050

---

Entry from the OMol25 dataset: a structure of composition C24H20BaBrIN4O3S in a non-equilibrium geometry (wB97M-V/def2-TZVPD).

Element x y z (Å)
Ba -0.076383 -0.456057 -0.257891
C 1.567360 3.363251 -3.931982
C 1.062008 2.153912 -4.398465
C 1.250153 0.983858 -3.665756
C 1.946852 1.017036 -2.459632
C 2.437605 2.230798 -1.981218
C 2.251603 3.397439 -2.719752
N 2.144251 -0.179106 -1.684102
C 3.164285 -0.967664 -1.963658
C 4.103151 -0.693466 -3.041265
C 5.186742 -1.470723 -3.267914
C 5.502151 -2.623618 -2.464714
C 4.665233 -2.936283 -1.460614
C 3.473044 -2.177495 -1.175009
N 2.757000 -2.732042 -0.164429
N 1.629609 -2.246195 0.147657
C 0.974482 -2.975684 1.197588
C 1.607588 -3.843802 2.086424
C 0.844219 -4.456888 3.050555
C -0.534597 -4.223191 3.109123
C -1.083005 -3.362599 2.193971
N -0.354840 -2.719535 1.250699
H 1.420787 4.273531 -4.503660
H 0.520476 2.116916 -5.338877
H 0.861638 0.037154 -4.024429
H 2.969197 2.247191 -1.038355
H 2.644330 4.336668 -2.345929
H 3.916804 0.163379 -3.674594
H 5.846825 -1.206880 -4.090295
H 6.384588 -3.219047 -2.665401
H 4.839286 -3.799576 -0.823213
H 2.672478 -4.009907 1.994722
H 1.314260 -5.129468 3.762312
H -1.161827 -4.696397 3.855673
H -2.151114 -3.163910 2.188828
Br -5.641518 -0.407104 4.570442
C -4.809563 1.135923 3.872086
C -5.626875 2.235643 3.622009
C -5.083735 3.408175 3.114326
C -3.722831 3.489437 2.851843
C -2.909929 2.393266 3.088487
C -3.447397 1.211188 3.600099
I -2.120037 -0.336076 3.882413
H -6.686791 2.165510 3.832526
H -5.730059 4.257668 2.923479
H -3.289004 4.402959 2.458269
H -1.853450 2.436409 2.854738
C -3.827269 1.414483 -0.105738
S -2.162226 1.273642 -0.485434
O -1.722636 2.439046 -1.193728
O -1.456390 1.094669 0.811514
O -2.043989 0.016430 -1.290289
H -3.928485 2.147495 0.705612
H -4.199067 0.432850 0.205535
H -4.334984 1.756785 -1.014589

Atoms 1-6, force components in eV/Å:
Ba 4.033 -1.910 0.143
C 0.020 -0.119 0.092
C 0.027 -0.067 0.123
C -0.106 0.224 -0.053
C 0.463 -0.662 0.236
C -0.155 0.218 -0.236

---

Entry from the OMol25 dataset: the ion C3H4N3 with charge +1 in a non-equilibrium geometry (wB97M-V/def2-TZVPD).

Output
Energy relative to the best compared isomer or geometry (same formula, charge and spin) in kJ/mol: 235.60
Net charge: +1

Element x y z (Å)
C 0.590610 0.619579 -1.025751
C -0.511059 -0.586509 1.302915
C -0.034829 1.466170 -0.009637
N -0.455305 0.516361 0.951186
N 0.536021 -0.566332 -1.090762
N 0.635626 -1.720711 -0.757203
H -0.683134 -1.490552 1.832001
H 0.682472 2.153800 0.452751
H -0.894153 2.039917 -0.372421
H 0.133751 -2.431723 -1.283078

Atoms 1-6, force components in eV/Å:
C 0.736 -0.617 -1.215
C -0.084 1.734 -0.256
C -0.057 1.224 -0.547
N -0.506 -2.356 1.519
N -0.387 2.277 -0.361
N 0.842 -1.879 0.949

---

Entry from the OMol25 dataset: a cluster of 2 separate species, C3H11N4 in total in a non-equilibrium geometry (wB97M-V/def2-TZVPD).

Output
Energy relative to the best compared isomer or geometry (same formula, charge and spin) in kJ/mol: 136.23
Net charge: +1

Element x y z (Å)
C 0.559039 1.384478 0.376638
C 0.298196 2.099336 -0.951768
C -0.377453 -0.319852 1.475132
N 1.019420 1.906145 1.427181
N -1.169503 -1.357053 1.609608
N 0.076661 -2.100544 -1.149976
N -0.014339 0.130633 0.302520
H 0.229137 1.302200 -1.713259
H -0.769168 2.678924 -0.883537
H 1.073928 2.897280 -1.175744
H -0.103763 0.158414 2.386093
H 1.280359 2.953778 1.527889
H 0.120234 -2.402874 -2.101716
H -1.454780 -1.887190 0.852686
H -1.454435 -1.486613 2.551368
H 1.036646 -2.314246 -0.800823
H -0.459502 -2.672238 -0.583088
H 0.050022 -0.491087 -0.601058

Atoms 1-6, force components in eV/Å:
C 0.663 4.758 -1.622
C -1.172 1.582 0.235
C -1.205 -1.563 -1.100
N 0.247 0.604 0.958
N 1.421 1.542 1.570
N 3.205 1.317 -0.170

---

Which calculated total energy belongs to each record? In order, -702.94152 -2023.17724 -4666.72564 -280.53934 -339.66778 Eh.
Which HOMO belongs to each record? In order, -8.40 -5.01 -7.17 -14.36 -13.71 eV.